Record 1
Below is one molecule with the formula CH6NPS, with properties calculated with ωB97M-V/def2-TZVPD.

Output
HOMO-LUMO gap (alpha / beta) = 5.4 / 6.8 eV
LUMO (alpha / beta) = 0.4 / -2.5 eV
E_HOMO (alpha / beta) = -0.18355 / -0.34177 hartree
relative energy (zero: lowest compared OMol25 entry of this formula, charge and spin) = 129.72 kcal/mol
E_tot = -835.70156 a.u.
2S+1 = 3
⟨S²⟩ = 2.0125

Cartesian coordinates (Å):
C (0.6786, -1.3285, 0.1544)
N (-0.9701, 0.6261, 1.1635)
P (-0.1753, 1.1636, -1.7819)
S (0.1481, 0.4793, 0.1319)
H (1.5553, -1.1402, -0.3855)
H (0.7754, -1.4635, 1.2979)
H (-0.2527, -1.6277, -0.3650)
H (-1.6693, 1.2101, 0.7029)
H (-1.6761, 1.0879, -1.5440)
H (1.5861, 0.9930, 0.6256)

Atoms 1-2, force components in eV/Å:
C -2.604 2.324 1.760
N -1.502 0.245 0.178

Atomic partial charges in e from the Löwdin method, atoms 1 to 4:
1. C -0.24
2. N -0.39
3. P 0.51
4. S 0.22

Record 2
Below is a 2-piece molecular cluster, CH6NS2 overall, with properties calculated with ωB97M-V/def2-TZVPD.

Output
HOMO-LUMO gap = 8.0 eV
LUMO = -5.6 eV
E_HOMO = -0.49769 hartree
relative energy (zero: lowest compared OMol25 entry of this formula, charge and spin) = 5.32 kcal/mol
total charge = +1
E_tot = -892.53772 a.u.
2S+1 = 1

Cartesian coordinates (Å):
S (-1.9499, -0.9834, 0.6748)
S (-1.3125, -2.8511, -0.0336)
H (-1.4263, -1.0353, 1.9109)
H (-0.1404, -2.4416, -0.5436)
C (1.0543, 1.7419, -0.0775)
N (0.5415, 0.7131, -0.6157)
H (1.8166, 2.3121, -0.5940)
H (0.6982, 2.0362, 0.9033)
H (-0.1369, 0.1142, -0.0966)
H (0.8553, 0.3938, -1.5280)

Atoms 1-2, force components in eV/Å:
S 0.274 -0.334 -0.187
S -0.159 0.467 0.175

Atomic partial charges in e from the Löwdin method, atoms 1 to 4:
1. S 0.30
2. S 0.33
3. H -0.17
4. H -0.22

Record 3
Below is a 2-piece molecular cluster, CH6O overall, with properties calculated with ωB97M-V/def2-TZVPD.

Output
HOMO-LUMO gap = 12.4 eV
LUMO = 0.8 eV
E_HOMO = -0.42569 hartree
relative energy (zero: lowest compared OMol25 entry of this formula, charge and spin) = 0.58 kcal/mol
E_tot = -116.92346 a.u.
SMILES string = C.O
2S+1 = 1

Cartesian coordinates (Å):
C (-0.7407, 0.7221, -2.1531)
H (-1.6618, 1.1074, -1.6915)
H (-0.1957, 1.5494, -2.6312)
H (-0.1068, 0.2637, -1.3799)
H (-0.9983, -0.0330, -2.9104)
O (1.5543, -1.0197, 3.7467)
H (0.9659, -1.6805, 4.1774)
H (1.1832, -0.9095, 2.8421)

Atoms 1-2, force components in eV/Å:
C -0.006 -0.001 -0.006
H 0.341 -0.140 -0.172

Atomic partial charges in e from the Löwdin method, atoms 1 to 4:
1. C -0.06
2. H 0.02
3. H 0.02
4. H 0.01

- Which value of E_tot does entry 2 give?
  -892.53772 a.u.

- Among the records above, which one has the lowest relative energy (zero: lowest compared OMol25 entry of this formula, charge and spin)?
  CH6O